Entry 1:
63
Properties=species:S:1:pos:R:3 method="wB97M-V/def2-TZVPD" homo_ha=-0.3708 total_charge=+1 gap_ev=6.76
O -2.54739 -6.49275 -0.41302
O 1.50019 -3.63866 -1.06547
O 1.60188 4.35087 -0.66596
O -0.54434 5.43400 -0.22858
Cl 0.06641 0.07998 3.55969
N 3.96005 6.79484 4.96470
N 1.94607 6.93143 3.89983
O -1.41337 2.90887 -1.42023
C -1.49628 -6.39226 0.20739
C 0.71460 -4.21031 -1.80842
C 2.81462 7.43049 4.86823
C 2.62060 5.93890 3.38580
C 4.51429 3.98256 2.66690
C 3.21569 4.04221 1.96819
C -2.86047 -2.29646 -2.75295
C 4.79427 4.88486 3.67844
C 2.27660 5.00016 2.31771
C -1.73484 -2.38268 -1.98064
C -1.40933 -0.77097 -3.45959
C -1.38880 0.39551 1.27579
C -1.74560 1.06771 0.10302
C 0.12047 2.19260 1.83654
C -0.43507 0.94637 2.13132
C -1.15832 2.30096 -0.22114
C -0.23785 2.87342 0.66089
N -2.64274 -1.28335 -3.67261
N 3.84272 5.84405 4.01826
N 1.04026 -4.42213 -3.08736
N -0.55814 -5.50014 -0.11823
N 1.01399 5.13001 1.75507
N -0.83473 -1.43328 -2.43278
C -2.79071 3.07202 -1.77468
C -1.21738 -7.28908 1.39027
C 0.23682 -5.07751 -4.12338
C -1.50430 -3.37023 -0.86287
C -0.67237 -4.59994 -1.27426
S 0.47487 4.49934 0.26539
H 2.56379 8.27966 5.49759
H 5.25384 3.23725 2.38697
H 3.01482 3.32927 1.17648
H -3.74519 -2.92086 -2.66077
H 5.73822 4.87422 4.21317
H -0.95434 0.04827 -4.01455
H -1.84018 -0.55932 1.52980
H -2.47060 0.61634 -0.56343
H 0.83212 2.61390 2.54250
H -3.30067 -0.98200 -4.38795
H 1.98424 -4.15648 -3.33021
H 0.28361 -5.46416 0.44053
H 0.52409 5.98633 1.98364
H 0.08429 -1.25473 -2.03173
H -2.88619 3.86942 -2.51811
H -3.39011 3.35305 -0.90174
H -3.19585 2.15090 -2.20160
H -0.33241 -7.89169 1.19351
H -1.06362 -6.68438 2.28149
H -2.07268 -7.94637 1.54475
H 0.80225 -5.12273 -5.05702
H -0.68826 -4.52611 -4.30230
H -0.00519 -6.10000 -3.82247
H -1.00404 -2.85770 -0.03782
H -2.47559 -3.70877 -0.49444
H -1.21868 -5.12468 -2.05754

Entry 2:
56
Properties=species:S:1:pos:R:3 method="wB97M-V/def2-TZVPD" homo_ha="-0.3633 / -0.4402" total_charge=+1 spin_multiplicity=3 gap_ev="6.60 / 8.20"
Pt 0.38140 -0.19110 -0.01320
C -0.09060 -0.14950 -4.50130
C -1.16800 -1.00280 -4.69840
C -1.61480 -1.76630 -3.63750
C -0.97770 -1.66580 -2.40110
N 0.06730 -0.83570 -2.22760
C 0.48880 -0.09820 -3.24660
C -1.47310 -2.36650 -1.21310
C -2.36640 -3.43530 -1.26530
C -2.87190 -3.94760 -0.08300
C -2.50970 -3.36670 1.12190
C -1.58900 -2.32100 1.11790
N -1.06240 -1.87680 -0.03480
C -1.20120 -1.58010 2.32490
C -1.53760 -1.97250 3.62210
C -1.22530 -1.14840 4.68730
C -0.60060 0.06750 4.44080
C -0.28290 0.38400 3.13220
N -0.54780 -0.42590 2.11970
H 0.29370 0.45720 -5.30420
H -1.65550 -1.06620 -5.65780
H -2.46190 -2.41860 -3.76030
H 1.31710 0.56600 -3.03970
H -2.66450 -3.86380 -2.20760
H -3.56390 -4.77440 -0.09940
H -2.94250 -3.71840 2.04140
H -2.02020 -2.91860 3.79460
H -1.48070 -1.43470 5.69560
H -0.36330 0.75000 5.23980
H 0.16800 1.33480 2.87490
C 3.71900 -1.69150 -0.54460
C 3.86150 -0.17380 -0.56990
P 2.57690 0.62210 0.48520
C 3.04670 0.13370 2.21280
C 4.29080 0.79750 2.78920
C 2.91090 2.43850 0.33340
C 4.34390 2.87080 0.02830
H 4.33500 -2.14830 -1.31500
H 2.67430 -1.96290 -0.72810
H 4.02410 -2.10810 0.41260
H 3.71010 0.19170 -1.58930
H 4.85760 0.13500 -0.24850
H 3.15790 -0.95540 2.20060
H 2.19150 0.34890 2.85780
H 5.14680 0.67400 2.13120
H 4.53490 0.34450 3.74860
H 4.11530 1.85770 2.95800
H 2.56560 2.90620 1.26080
H 2.25460 2.80090 -0.46450
H 5.04650 2.55870 0.79380
H 4.37430 3.95630 -0.02480
H 4.68500 2.48760 -0.92850
F -0.26200 2.39820 -1.31950
C -0.83210 1.51090 -0.46770
F -1.99240 1.13650 -1.05480
F -1.17990 2.22040 0.62770

Entry 3:
58
Properties=species:S:1:pos:R:3 method="wB97M-V/def2-TZVPD" homo_ha=-0.3294 smiles="Cc1ccc(S(=O)(=O)NCC(=O)N(CC(=O)NC[C@H]2CCCO2)c2cccc(F)c2)cc1" e_above_lowest_ev=0.450 gap_ev=9.20
C -6.65917 -1.70111 -1.18810
C -5.28804 -1.50502 -0.62145
C -4.36744 -0.67916 -1.25863
C -3.09254 -0.50730 -0.74580
C -2.74488 -1.17374 0.41313
C -3.63853 -2.00138 1.06569
C -4.90965 -2.16355 0.54633
H -5.61868 -2.80253 1.05152
H -3.32830 -2.48715 1.97742
S -1.10598 -0.99180 1.08657
O -1.08913 -1.38523 2.46130
O -0.58194 0.29537 0.73124
N -0.14592 -2.11206 0.29610
H -0.34564 -3.04969 0.60751
C -0.01161 -1.97193 -1.13494
C 0.41456 -0.55138 -1.51821
O -0.30384 0.15246 -2.20369
N 1.65690 -0.18572 -1.14835
C 2.50970 -0.98189 -0.33614
C 2.41159 -0.94754 1.04857
C 3.27056 -1.71376 1.81799
C 4.23195 -2.51282 1.22333
C 4.31570 -2.52732 -0.15680
C 3.47218 -1.77357 -0.95098
H 3.56685 -1.80744 -2.02555
F 5.24065 -3.30633 -0.75293
H 4.90999 -3.11453 1.80713
H 3.18951 -1.68602 2.89305
H 1.65830 -0.33582 1.51549
C 2.21667 1.05368 -1.64863
H 3.20605 0.86356 -2.07529
H 1.55228 1.41033 -2.44344
C 2.37029 2.19600 -0.63579
O 3.26855 3.00607 -0.77070
N 1.45450 2.23564 0.33752
H 0.69793 1.56180 0.38427
C 1.36344 3.34898 1.24837
H 2.25872 3.95970 1.11050
H 1.32012 2.97691 2.27526
C 0.10641 4.20502 0.99618
C -0.11390 4.52616 -0.48934
H -0.51340 5.53552 -0.59621
C -1.16046 3.49625 -0.91524
H -0.69442 2.56017 -1.21965
C -1.94918 3.29641 0.37822
H -2.77270 4.02356 0.45054
H -2.35533 2.28725 0.47960
O -1.04840 3.51237 1.44752
H -1.79220 3.85244 -1.72652
H 0.81195 4.45573 -1.05528
H 0.20918 5.12006 1.59692
H 0.75238 -2.67436 -1.48239
H -0.95370 -2.17607 -1.66530
H -2.37347 0.13151 -1.23456
H -4.64955 -0.16228 -2.16348
H -7.39329 -1.81687 -0.39451
H -6.68103 -2.60437 -1.79834
H -6.94415 -0.86207 -1.81707

Entry 4:
62
Properties=species:S:1:pos:R:3 method="wB97M-V/def2-TZVPD" homo_ha=-0.5927 total_charge=+3 e_above_lowest_ev=0.212 gap_ev=7.16
Y -0.21494 0.22515 -0.12198
C -0.51470 -4.42088 0.00302
C -1.71148 -4.67322 0.65375
C -2.47180 -3.61035 1.11942
C -2.01616 -2.31602 0.92923
N -0.84019 -2.07392 0.32260
C -0.12057 -3.10659 -0.13624
C -2.78079 -1.11625 1.39686
C -3.96362 -1.22429 2.10388
C -4.59069 -0.07021 2.54106
C -4.01596 1.16231 2.28348
C -2.83164 1.20727 1.57295
N -2.23705 0.08644 1.12012
C -2.10252 2.48725 1.31707
C -2.65323 3.72318 1.61519
C -1.90251 4.86762 1.40493
C -0.62178 4.75181 0.88228
C -0.15598 3.48988 0.58309
N -0.86966 2.37245 0.79462
H 0.10529 -5.21825 -0.38214
H -2.05545 -5.68902 0.80008
H -3.40416 -3.80680 1.62700
H 0.81638 -2.86585 -0.62828
H -4.39510 -2.18620 2.33444
H -5.51382 -0.13214 3.10279
H -4.47998 2.06076 2.66045
H -3.65406 3.80536 2.01128
H -2.31561 5.83856 1.64696
H 0.00015 5.61812 0.70463
H 0.82717 3.35961 0.14225
C 3.78856 0.72212 -2.96961
O 2.52464 1.33175 -3.39420
C 1.54076 1.35048 -2.54790
O 1.56560 0.81748 -1.41995
N 0.45854 1.99284 -3.02059
N -0.67217 2.08934 -2.19713
H 4.45499 0.87621 -3.80821
H 3.62911 -0.33495 -2.78174
H 4.14847 1.23362 -2.08302
H 0.51979 2.50011 -3.89248
H -1.45875 1.68752 -2.69785
H -0.86604 3.07011 -2.02088
N 3.97201 2.03464 3.26874
C 3.29465 0.96554 2.81360
C 2.16787 1.09219 1.97855
N 1.51486 0.02046 1.53990
C 1.95415 -1.18846 1.92405
C 3.06586 -1.29414 2.74252
N 3.73569 -0.24179 3.18294
H 3.69188 2.97781 3.07471
H 4.75337 1.88270 3.88600
H 1.81017 2.06869 1.68220
H 1.41469 -2.06311 1.60021
H 3.42141 -2.27090 3.04973
N -2.22692 -2.40317 -2.73758
C -1.23308 -1.54927 -3.01036
N -0.61255 -1.63524 -4.18911
O -0.88421 -0.67235 -2.16747
H -2.56127 -3.07859 -3.40554
H -2.76196 -2.26295 -1.89893
H -0.84386 -2.33446 -4.87623
H 0.17311 -1.03483 -4.36770

Entry 5:
54
Properties=species:S:1:pos:R:3 method="wB97M-V/def2-TZVPD" homo_ha=-0.2948 smiles="COc1ccc(C(=O)Nc2ccccc2C(=O)N2CCCCCC2)cc1OC" e_above_lowest_ev=1.932 gap_ev=8.67
C 7.59720 0.69116 -0.04123
H 8.23622 1.55977 0.10964
O 6.28070 1.15765 0.11996
C 5.26015 0.27204 -0.01440
C 5.40007 -1.07629 -0.30149
C 4.28575 -1.89091 -0.41167
C 3.00937 -1.37936 -0.23297
C 2.85845 -0.01559 0.03913
C 3.96113 0.80801 0.15498
O 3.90701 2.14048 0.42821
C 2.64505 2.72904 0.63096
H 2.84609 3.76755 0.88923
H 2.03610 2.69603 -0.27926
H 2.09680 2.25043 1.44850
H 1.87824 0.41877 0.14812
C 1.86801 -2.32812 -0.35400
O 1.98403 -3.41574 -0.88721
N 0.70372 -1.86434 0.18702
C -0.53790 -2.47351 0.26836
C -0.70939 -3.84687 0.10615
C -1.94947 -4.42283 0.29654
C -3.03401 -3.64429 0.66803
C -2.88537 -2.27500 0.78591
C -1.65859 -1.66404 0.55017
C -1.47467 -0.18801 0.63919
O -0.51974 0.29304 1.25553
N -2.33485 0.63143 -0.00411
C -3.33318 0.20220 -0.95445
H -3.19398 0.75302 -1.88978
C -4.76772 0.40303 -0.44920
H -4.81124 0.15060 0.61166
H -5.42169 -0.28722 -0.98547
C -5.28638 1.82404 -0.64013
C -4.45921 2.86858 0.10427
C -3.04405 3.02110 -0.45472
H -3.06985 2.94370 -1.54302
H -2.67309 4.02057 -0.21632
C -2.02724 2.05226 0.13142
H -1.91037 2.25074 1.20227
H -1.04860 2.23958 -0.33154
H -4.97249 3.82923 0.02429
H -4.40651 2.61041 1.16370
H -6.31774 1.86851 -0.28322
H -5.29763 2.06670 -1.70565
H -3.16420 -0.85507 -1.16640
H -3.72925 -1.67364 1.08593
H -3.99386 -4.09932 0.85997
H -2.06471 -5.48992 0.17945
H 0.14608 -4.44748 -0.15411
H 0.71229 -0.94997 0.63178
H 4.39556 -2.94081 -0.63401
H 6.37871 -1.50706 -0.43944
H 7.84726 -0.07480 0.70027
H 7.76297 0.29054 -1.04678

Entry 6:
58
Properties=species:S:1:pos:R:3 method="wB97M-V/def2-TZVPD" homo_ha=-0.3029 smiles="COc1ccc(OC)c(S(=O)(=O)N2CCC(C(=O)NCc3ccc4c(c3)OCO4)CC2)c1" e_above_lowest_ev=3.217 gap_ev=8.80
C 4.05129 1.41205 0.53090
H 5.07795 1.42158 0.89251
O 4.14303 1.18759 -0.86036
C 3.00743 1.18753 -1.59380
C 3.15648 1.01668 -2.97409
C 2.05897 1.02440 -3.80414
C 0.76717 1.19968 -3.29987
C 0.62484 1.33913 -1.92393
C 1.72339 1.33513 -1.08013
H 1.52979 1.43329 -0.02441
S -0.96192 1.51849 -1.10404
O -0.76280 1.14858 0.28047
O -1.49053 2.83588 -1.31732
N -1.95237 0.45717 -1.93611
C -1.55946 -0.93271 -1.85805
C -1.78095 -1.51688 -0.46471
H -1.64425 -2.59938 -0.49644
H -1.01798 -1.10396 0.19598
C -3.18405 -1.20528 0.09514
C -3.09503 -1.44575 1.60628
O -3.61568 -2.39518 2.15462
N -2.35678 -0.51921 2.25337
H -1.85354 0.17207 1.70804
C -1.82076 -0.74426 3.58182
C -0.32763 -0.89986 3.45686
C 0.53143 0.11304 3.84944
C 1.90520 0.04025 3.62707
C 2.37371 -1.08038 2.98819
C 1.51580 -2.10607 2.58787
C 0.16480 -2.04015 2.81153
H -0.49742 -2.82980 2.49695
O 2.24189 -3.08934 1.96758
C 3.58602 -2.66455 2.00938
O 3.65998 -1.39515 2.62297
H 3.98552 -2.60079 0.98471
H 4.18465 -3.38798 2.58669
H 2.57231 0.82873 3.93285
H 0.12983 0.98806 4.33634
H -2.07206 0.10028 4.22951
H -2.29282 -1.65202 3.96719
C -3.69125 0.21143 -0.21805
C -3.36296 0.63561 -1.64859
H -3.92369 0.04661 -2.37999
H -3.58844 1.69329 -1.79225
H -3.23575 0.94185 0.45001
H -4.77098 0.24407 -0.06183
H -3.89367 -1.92976 -0.31693
H -2.14272 -1.47245 -2.60993
H -0.50403 -0.99711 -2.13156
O -0.28063 1.13286 -4.17520
C -1.03014 2.32550 -4.36721
H -0.42933 3.06322 -4.91032
H -1.88620 2.03639 -4.97279
H -1.36974 2.75442 -3.42478
H 2.17480 0.89059 -4.86833
H 4.15081 0.88590 -3.37037
H 3.57714 2.37332 0.74791
H 3.50132 0.61332 1.03337